Version i
Here is C4H10O2S2 in the gas phase from OMol25. Energies are from ωB97M-V/def2-TZVPD.

Each line ends with the natural charge from an NBO analysis.
Cartesian coordinates (Å):
1 C 1.679 1.367 0.189  -0.6252
2 C 1.150 0.059 -0.401  0.0486
3 O 2.205 -0.898 -0.722  -0.7054
4 C 0.081 -0.708 0.410  -0.3952
5 S -0.564 -2.218 -0.310  -0.0074
6 C -1.420 0.323 0.577  -0.0014
7 O -2.461 -0.460 1.172  -0.7136
8 S -1.904 1.047 -1.049  -0.0765
9 H 0.728 1.918 0.292  0.2143
10 H 2.114 1.118 1.210  0.2039
11 H 2.293 1.945 -0.396  0.2308
12 H 0.670 0.088 -1.461  0.2037
13 H 2.542 -0.987 0.155  0.4469
14 H 0.273 -0.739 1.504  0.2314
15 H -0.308 -2.037 -1.635  0.1421
16 H -1.306 0.987 1.374  0.1928
17 H -2.912 -0.982 0.511  0.4757
18 H -2.859 0.176 -1.419  0.1345

Computed properties:
M = 154.26 g mol⁻¹
SMILES string = C[C@@H](O)[C@H](S)[C@H](O)S
gap between HOMO and LUMO = 9.4 eV
2S+1 = 1
LUMO level = 0.519 eV



Version ii
Here is C4H10O2S2 as an isolated structure from OMol25. Energies are from ωB97M-V/def2-TZVPD.

Each line ends with the natural charge from an NBO analysis.
Cartesian coordinates (Å):
1 C 1.287 -0.521 -0.698  -0.6056
2 C -0.020 -0.254 0.024  0.1675
3 C 0.062 1.143 0.756  -0.0905
4 C -1.114 -0.485 -0.906  -0.5419
5 H 2.629 -0.636 1.037  0.1088
6 H 1.022 -1.569 -0.935  0.2017
7 H 1.359 0.172 -1.554  0.2472
8 H -0.414 -1.982 0.726  0.4677
9 H -0.807 1.292 1.516  0.1936
10 H 0.927 0.891 1.489  0.1784
11 H -0.511 3.065 0.046  0.4711
12 H -1.127 -1.637 -1.303  0.2083
13 H -1.235 0.037 -1.909  0.2564
14 H -2.247 -0.104 1.392  0.1603
15 O -0.196 -1.164 1.088  -0.7145
16 O 0.309 2.045 -0.328  -0.6936
17 S 2.878 -0.195 -0.204  0.0647
18 S -2.801 -0.099 -0.236  -0.0795

Computed properties:
M = 154.26 g mol⁻¹
gap between HOMO and LUMO = 8.7 eV
2S+1 = 1
LUMO level = -0.107 eV



Looking at the structures above, which would you pick as the most stable? I would pick version i.